a.
{"formula": "C18H48O6", "method": "ωB97M-V/def2-TZVPD", "elements": ["C", "C", "C", "O", "H", "H", "H", "H", "H", "H", "H", "H", "C", "C", "C", "O", "H", "H", "H", "H", "H", "H", "H", "H", "C", "C", "C", "O", "H", "H", "H", "H", "H", "H", "H", "H", "C", "C", "C", "O", "H", "H", "H", "H", "H", "H", "H", "H", "C", "C", "C", "O", "H", "H", "H", "H", "H", "H", "H", "H", "C", "C", "C", "O", "H", "H", "H", "H", "H", "H", "H", "H"], "xyz": [[1.9007, -2.0206, -10.8412], [1.0734, -1.7921, -9.6186], [1.7971, -1.7602, -8.2361], [0.3230, -0.6312, -9.9952], [2.7852, -1.3850, -10.8852], [1.2588, -1.8794, -11.7108], [2.3682, -3.0044, -10.8821], [0.3543, -2.6111, -9.6048], [2.7953, -1.3263, -8.2959], [1.9565, -2.7642, -7.8429], [1.2376, -1.2499, -7.4521], [-0.3420, -0.8825, -10.6402], [-3.7580, -0.8845, 8.7987], [-2.9533, -1.5225, 7.6341], [-3.7171, -1.4893, 6.3108], [-1.7751, -0.7054, 7.4552], [-3.2415, -0.4600, 9.6597], [-4.3851, -1.7144, 9.1245], [-4.5606, -0.2355, 8.4485], [-2.6201, -2.4894, 8.0111], [-3.1688, -2.0408, 5.5470], [-3.8114, -0.4528, 5.9872], [-4.6657, -2.0034, 6.4655], [-1.7396, -0.6072, 6.5009], [-6.4497, -1.8881, 1.0752], [-6.1212, -1.4000, -0.4262], [-6.0576, 0.1472, -0.7985], [-4.7917, -1.7326, -0.7505], [-5.7933, -1.3592, 1.7663], [-6.2752, -2.9640, 1.0718], [-7.4762, -1.6542, 1.3576], [-6.6874, -1.9819, -1.1535], [-5.7259, 0.8129, -0.0017], [-7.0885, 0.4625, -0.9597], [-5.3174, 0.3049, -1.5830], [-4.8782, -2.3607, -1.4713], [0.8009, 5.2197, -1.7952], [-0.2969, 6.2292, -2.2670], [0.1741, 7.4124, -3.2465], [-1.2562, 5.3688, -2.8473], [1.7542, 5.7414, -1.7108], [0.9163, 4.3008, -2.3700], [0.5154, 4.9529, -0.7777], [-0.7077, 6.6224, -1.3371], [0.7452, 8.1105, -2.6345], [-0.6409, 7.7754, -3.8728], [0.9358, 7.0246, -3.9229], [-0.7809, 4.5701, -3.0876], [2.0853, -0.8576, -1.2943], [0.7622, -1.4315, -0.8944], [0.7153, -1.8228, 0.5820], [-0.1262, -0.3940, -1.2308], [2.8791, -1.6045, -1.3007], [2.4411, 0.0247, -0.7623], [1.9497, -0.5761, -2.3386], [0.5994, -2.3674, -1.4290], [1.3799, -2.6675, 0.7633], [-0.3187, -2.0952, 0.7937], [0.8324, -0.9657, 1.2452], [-0.9978, -0.5939, -0.8815], [8.1805, -0.8267, 5.3375], [6.7471, -0.5130, 5.7664], [5.6787, -0.6376, 4.5391], [6.4047, -1.2477, 6.9774], [8.7329, -1.0508, 6.2501], [8.7789, -0.0937, 4.7966], [8.2239, -1.7094, 4.6995], [6.6863, 0.5175, 6.1163], [5.5315, -1.5448, 3.9531], [5.8988, 0.1212, 3.7882], [4.6503, -0.6517, 4.9003], [5.6761, -0.8144, 7.4279]], "gap_ev": 10.44, "smiles": "CC(C)O.CC(C)O.CC(C)O.CC(C)O.CC(C)O.CC(C)O", "lumo_ev": 0.5, "e_homo_ev": -9.98, "multiplicity": 1}


b.
{"formula": "C18H48O6", "method": "ωB97M-V/def2-TZVPD", "elements": ["C", "C", "C", "O", "H", "H", "H", "H", "H", "H", "H", "H", "C", "C", "C", "O", "H", "H", "H", "H", "H", "H", "H", "H", "C", "C", "C", "O", "H", "H", "H", "H", "H", "H", "H", "H", "C", "C", "C", "O", "H", "H", "H", "H", "H", "H", "H", "H", "C", "C", "C", "O", "H", "H", "H", "H", "H", "H", "H", "H", "C", "C", "C", "O", "H", "H", "H", "H", "H", "H", "H", "H"], "xyz": [[2.5870, -1.2780, -2.6114], [2.8050, -0.2500, -1.4524], [1.9550, 1.0560, -1.6584], [2.5160, -0.8880, -0.1544], [3.3000, -2.0470, -2.6914], [2.7360, -0.7180, -3.5794], [1.5670, -1.9570, -2.4404], [3.8870, 0.2140, -1.6854], [0.8910, 0.6100, -1.6834], [1.9830, 1.4720, -2.5374], [2.0730, 1.7480, -0.8934], [3.2590, -1.6330, 0.0826], [-0.9560, -1.5270, 0.9586], [-0.5810, -0.7650, -0.2294], [-1.6460, -0.7740, -1.3314], [-0.2710, 0.4930, 0.2336], [-0.9370, -2.5750, 0.8146], [-1.8690, -1.2240, 1.0326], [-0.2690, -1.1790, 1.6986], [0.4140, -1.1120, -0.6194], [-2.3790, 0.0510, -1.1114], [-1.9140, -1.6690, -1.4994], [-1.2610, -0.4220, -2.1264], [0.7040, 0.6880, 0.0476], [0.5950, 1.8950, 2.6826], [-0.2040, 0.6900, 3.2536], [0.6000, -0.6350, 3.3426], [-0.6710, 1.0810, 4.5996], [0.1620, 2.7090, 2.9746], [0.4890, 1.8240, 1.5826], [1.6290, 1.9250, 2.9256], [-1.0040, 0.8130, 2.5836], [1.2170, -0.9670, 2.5766], [-0.1020, -1.4330, 3.2036], [1.3370, -0.6910, 4.1666], [-0.8730, 0.1660, 4.9126], [3.1210, -2.1980, 5.4926], [2.2430, -3.0880, 4.8146], [1.7000, -2.5480, 3.5706], [2.8330, -4.2510, 4.4136], [3.5170, -2.6500, 6.2186], [2.6150, -1.3930, 6.1086], [3.7900, -1.8910, 4.6996], [1.4270, -3.3640, 5.4666], [1.0090, -1.8160, 3.8806], [1.0160, -3.2180, 3.1416], [2.2950, -2.3140, 2.8136], [2.8390, -4.9010, 5.0636], [-0.1930, 1.7580, -5.6494], [-1.5230, 2.3060, -5.4614], [-2.4770, 1.1360, -4.9554], [-1.4700, 3.2280, -4.2984], [0.5840, 2.6720, -5.8664], [-0.0620, 1.0720, -6.6404], [0.3440, 1.3660, -4.7174], [-1.9510, 2.9610, -6.2344], [-2.7390, 0.3920, -5.9434], [-3.4380, 1.3640, -4.4814], [-2.0160, 0.6160, -4.2514], [-0.7650, 3.7500, -4.7144], [-3.8590, 1.2200, -1.4614], [-2.5810, 1.0780, -0.6814], [-2.1550, 2.5840, -0.1864], [-2.8310, 0.1890, 0.4316], [-3.9560, 0.4350, -1.9764], [-4.1540, 2.1150, -1.9584], [-4.7710, 0.8130, -1.0544], [-1.9270, 0.6800, -1.5264], [-2.9440, 2.9690, 0.5196], [-2.0730, 3.1870, -0.8924], [-1.1960, 2.4320, 0.3006], [-2.0230, -0.3830, 0.6506]], "gap_ev": 8.01, "lumo_ev": 0.4, "e_homo_ev": -7.65, "multiplicity": 1}


Least stable: b


a.
{"formula": "C18H48O6", "method": "ωB97M-V/def2-TZVPD", "elements": ["C", "C", "C", "O", "H", "H", "H", "H", "H", "H", "H", "H", "C", "C", "C", "O", "H", "H", "H", "H", "H", "H", "H", "H", "C", "C", "C", "O", "H", "H", "H", "H", "H", "H", "H", "H", "C", "C", "C", "O", "H", "H", "H", "H", "H", "H", "H", "H", "C", "C", "C", "O", "H", "H", "H", "H", "H", "H", "H", "H", "C", "C", "C", "O", "H", "H", "H", "H", "H", "H", "H", "H"], "xyz": [[2.7676, 1.3021, 1.1983], [3.7793, 2.2283, 0.5625], [5.1610, 1.5501, 0.3430], [3.2371, 2.6966, -0.6914], [2.6024, 0.4364, 0.5569], [1.7802, 1.7589, 1.1320], [2.8834, 1.1313, 2.2685], [3.9954, 3.1320, 1.1325], [4.9481, 0.7313, -0.3443], [5.5144, 1.0981, 1.2697], [5.9100, 2.2180, -0.0823], [2.7198, 3.4963, -0.5713], [-5.6031, 1.6992, -1.3072], [-4.4687, 1.8733, -2.3035], [-3.8892, 0.6318, -2.8981], [-4.8587, 2.6733, -3.3532], [-6.3028, 0.9394, -1.6554], [-6.1088, 2.6599, -1.2102], [-5.2408, 1.3094, -0.3559], [-3.6213, 2.3117, -1.7766], [-4.5795, 0.0870, -3.5423], [-3.2992, -0.0606, -2.2976], [-3.1952, 0.9955, -3.6559], [-4.1388, 2.7802, -3.9792], [1.0948, -0.4054, -0.2071], [-0.0561, 0.3314, -0.8955], [-1.3581, -0.4891, -1.2607], [-0.4871, 1.4307, -0.0956], [1.5463, -1.1726, -0.8359], [0.6297, -0.7331, 0.7227], [1.9039, 0.1821, 0.2268], [0.2426, 0.7099, -1.8731], [-1.9856, -0.1490, -2.0846], [-1.9551, -0.6987, -0.3732], [-1.0717, -1.4714, -1.6362], [-1.1455, 1.2771, 0.5859], [2.4215, -1.6229, 2.0420], [3.2706, -1.2407, 3.1589], [4.7546, -1.3729, 2.9762], [2.9059, 0.1127, 3.6351], [2.6589, -2.5702, 1.5579], [2.4399, -0.9212, 1.2081], [1.4323, -1.6432, 2.4993], [3.0610, -1.9113, 3.9923], [5.3463, -0.8147, 3.7017], [5.1771, -1.0713, 2.0178], [5.1288, -2.3885, 3.1052], [3.2478, 0.2476, 4.5220], [0.5088, -5.6523, -1.9347], [0.0973, -4.4990, -2.7554], [-0.1098, -3.2795, -1.9744], [1.0167, -4.3221, -3.8014], [0.6365, -6.5697, -2.5092], [-0.2435, -5.8443, -1.1697], [1.4729, -5.6186, -1.4273], [-0.8030, -4.8044, -3.2885], [-0.9821, -3.5553, -1.3817], [-0.5259, -2.4291, -2.5146], [0.7528, -2.9564, -1.3917], [1.2975, -5.1814, -4.1244], [-1.8178, 2.2216, 1.1758], [-2.6133, 3.0320, 2.0678], [-4.0331, 2.5209, 2.1243], [-2.0304, 2.9733, 3.3758], [-0.8318, 2.6370, 0.9678], [-2.2893, 2.0890, 0.2020], [-1.6107, 1.2499, 1.6241], [-2.6952, 4.0772, 1.7696], [-4.1124, 1.4904, 2.4707], [-4.5498, 2.6415, 1.1722], [-4.5486, 3.0720, 2.9108], [-1.1815, 3.4120, 3.2834]], "gap_ev": 9.82, "lumo_ev": 0.5, "e_homo_ev": -9.30, "multiplicity": 1}


b.
{"formula": "C18H48O6", "method": "ωB97M-V/def2-TZVPD", "elements": ["C", "C", "C", "O", "H", "H", "H", "H", "H", "H", "H", "H", "C", "C", "C", "O", "H", "H", "H", "H", "H", "H", "H", "H", "C", "C", "C", "O", "H", "H", "H", "H", "H", "H", "H", "H", "C", "C", "C", "O", "H", "H", "H", "H", "H", "H", "H", "H", "C", "C", "C", "O", "H", "H", "H", "H", "H", "H", "H", "H", "C", "C", "C", "O", "H", "H", "H", "H", "H", "H", "H", "H"], "xyz": [[1.3659, 1.3403, 4.2901], [2.2142, 2.4146, 3.6524], [3.7404, 2.0175, 3.6038], [1.8173, 2.6287, 2.2836], [1.6480, 1.1822, 5.3310], [1.5074, 0.4102, 3.7396], [0.2941, 1.5387, 4.2805], [2.0906, 3.3154, 4.2535], [3.7717, 1.0329, 3.1371], [4.0813, 1.8465, 4.6248], [4.3867, 2.6621, 3.0081], [1.8997, 3.5795, 2.1794], [2.0278, 3.8829, -3.6851], [1.2728, 3.5461, -2.4299], [2.2451, 3.7152, -1.2996], [0.2109, 4.4913, -2.2429], [1.4695, 3.6976, -4.6028], [2.9348, 3.2803, -3.7320], [2.3368, 4.9282, -3.6915], [0.9095, 2.5206, -2.4963], [2.4638, 4.7219, -0.9436], [3.1796, 3.2165, -1.5569], [1.8704, 3.1338, -0.4571], [0.6540, 5.3300, -2.0947], [-5.2964, -1.2556, -1.1779], [-4.8462, -2.6678, -0.9504], [-3.8657, -2.9545, 0.2792], [-5.9974, -3.3618, -0.7442], [-4.4578, -0.5689, -1.2930], [-5.9491, -0.9137, -0.3747], [-5.9037, -1.1072, -2.0708], [-4.3259, -2.9141, -1.8759], [-3.9639, -3.9977, 0.5797], [-4.0973, -2.3451, 1.1527], [-2.8394, -2.7656, -0.0358], [-6.5548, -3.4105, -1.5242], [-0.8222, -2.2801, -2.0725], [-1.4000, -3.4570, -2.8297], [-1.8543, -3.0931, -4.3143], [-0.5148, -4.5145, -3.0004], [0.1443, -1.8799, -2.3790], [-0.6252, -2.5141, -1.0263], [-1.5238, -1.4505, -2.1601], [-2.3587, -3.7676, -2.4142], [-2.6801, -2.3921, -4.4360], [-2.2200, -4.0020, -4.7922], [-1.0153, -2.7765, -4.9338], [0.2084, -4.3184, -2.4003], [2.0925, -1.6068, 2.1789], [2.8804, -0.9719, 1.0324], [4.1969, -1.6852, 0.8034], [2.1156, -1.1750, -0.1081], [1.2165, -0.9808, 2.3487], [2.6136, -1.8224, 3.1117], [1.8633, -2.6229, 1.8576], [2.9449, 0.1049, 1.1885], [4.7178, -1.3009, -0.0736], [3.8954, -2.7156, 0.6146], [4.8709, -1.5860, 1.6542], [1.4080, -0.5263, -0.1029], [-1.2411, -0.3547, 1.6025], [-0.9527, 0.8564, 0.7461], [-1.4375, 2.1680, 1.3793], [0.4369, 0.9353, 0.4227], [-0.9127, -1.2678, 1.1061], [-2.3061, -0.5034, 1.7811], [-0.7769, -0.3253, 2.5883], [-1.3966, 0.6888, -0.2352], [-1.0370, 3.0787, 0.9341], [-1.2451, 2.3289, 2.4400], [-2.5232, 2.1536, 1.2832], [0.9432, 1.4057, 1.0890]], "gap_ev": 10.05, "smiles": "CC(C)O.CC(C)O.CC(C)O.CC(C)O.CC(C)O.CC(C)O", "lumo_ev": 0.4, "e_homo_ev": -9.61, "multiplicity": 1}


Least stable: a